# C26H18CdCl2N6O2S2

A molecular structure, C26H18CdCl2N6O2S2 (ωB97M-V/def2-TZVPD, the Open Molecules 2025 dataset).

```
57
Properties=species:S:1:pos:R:3:lowdin_charge:R:1
Cd 0.46 -0.21 0.18 1.43
Cl 6.35 0.18 -3.57 0.65
C 4.68 0.02 -3.15 -0.69
C 4.33 -0.05 -1.81 -0.05
C 3.00 -0.17 -1.41 -0.22
N 2.58 -0.18 -0.07 -0.04
C 3.36 -0.07 1.00 -0.50
O 4.59 -0.04 1.10 0.03
C 2.56 0.03 2.30 -0.19
C 3.21 0.41 3.46 0.00
C 2.47 0.56 4.63 -0.04
C 1.11 0.29 4.61 -0.06
C 0.54 -0.12 3.42 -0.15
N 1.24 -0.24 2.29 -0.01
C 1.99 -0.25 -2.41 -0.22
C 2.36 -0.17 -3.75 -0.05
C 3.69 -0.03 -4.12 -0.69
Cl 4.09 0.07 -5.80 0.65
N 0.67 -0.31 -1.97 -0.02
C -0.42 -0.19 -2.72 -0.48
O -0.58 -0.27 -3.93 0.03
C -1.67 0.13 -1.85 -0.17
C -2.96 -0.02 -2.50 0.01
C -4.12 0.10 -1.85 -0.02
C -4.27 0.46 -0.40 -0.17
C -3.33 -0.27 0.66 -0.09
N -1.45 0.53 -0.66 0.04
H 5.10 0.00 -1.05 0.09
H 4.27 0.59 3.42 0.12
H 2.96 0.88 5.54 0.11
H 0.51 0.38 5.50 0.10
H -0.51 -0.35 3.35 0.10
H 1.60 -0.22 -4.52 0.10
H -2.93 -0.26 -3.55 0.12
H -5.05 -0.04 -2.39 0.12
H -5.33 0.44 -0.13 0.14
H -3.79 -0.21 1.64 0.16
C -0.66 4.04 1.23 -0.07
C -1.55 2.93 0.80 -0.61
N -1.49 1.74 1.27 0.10
C -2.34 0.91 0.41 -0.52
C -3.55 1.75 0.07 -0.45
S -2.76 3.28 -0.50 1.01
C -2.79 -1.64 0.40 -0.35
C -3.48 -2.70 -0.08 -0.34
S -2.44 -4.05 -0.26 1.09
C -1.12 -3.11 0.33 -0.64
N -1.45 -1.89 0.64 0.03
C 0.28 -3.63 0.38 -0.08
H 0.31 3.63 1.51 0.08
H -1.09 4.53 2.11 0.09
H -0.54 4.77 0.44 0.07
H -4.04 2.05 1.00 0.12
H -4.52 -2.77 -0.35 0.08
H 0.30 -4.72 0.45 0.08
H 0.81 -3.20 1.23 0.07
H 0.81 -3.33 -0.53 0.08
```

As for the electronic energy: -3365.11409 Ha. For the relative energy (zero: lowest compared OMol25 entry of this formula, charge and spin), the calculation gives 60.6 kcal/mol. The multiplicity is 1. As for the frontier orbital gap: 6.142 eV. The calculation puts the LUMO energy at -0.76 eV.

# C26H18FN4O5Pt

A molecular structure, C26H18FN4O5Pt in a non-equilibrium geometry (ωB97M-V/def2-TZVPD, the Open Molecules 2025 dataset).

```
55
Properties=species:S:1:pos:R:3:lowdin_charge:R:1
Pt -1.73 -0.17 0.12 1.36
C 3.52 5.02 -1.33 0.00
C 4.05 3.95 -0.39 -0.26
C 5.38 3.39 -0.90 -0.10
C 5.91 2.33 0.05 -0.08
C 4.90 1.27 0.28 -0.04
C 5.29 -0.01 0.63 0.13
C 4.34 -1.00 0.81 -0.16
F 4.70 -2.22 1.13 0.22
C 2.98 -0.74 0.63 0.17
C 2.56 0.54 0.28 0.01
C 1.12 0.79 0.12 -0.19
O 0.33 -0.19 0.18 -0.07
C 0.80 2.16 -0.09 0.10
C 1.78 3.11 -0.24 0.10
N 3.09 2.84 -0.19 0.13
C 3.51 1.58 0.11 -0.01
C -0.69 2.68 -0.14 -0.56
O -0.80 3.86 -0.32 0.16
O -1.58 1.80 0.02 -0.16
H 4.33 5.72 -1.55 0.12
H 2.72 5.63 -0.90 0.10
H 3.18 4.59 -2.27 0.11
H 4.21 4.40 0.60 0.19
H 6.09 4.21 -0.98 0.15
H 5.26 2.97 -1.90 0.15
H 6.17 2.79 1.02 0.17
H 6.84 1.90 -0.32 0.15
H 6.34 -0.24 0.77 0.17
H 2.26 -1.53 0.78 0.15
H 1.47 4.13 -0.41 0.15
O -4.43 -6.50 0.06 0.10
N -5.31 -5.66 0.15 -0.32
O -6.51 -5.82 0.23 0.16
C -4.88 -4.29 0.19 -0.02
C -5.88 -3.30 0.22 0.13
C -5.54 -1.95 0.19 -0.09
C -6.46 -0.86 0.18 0.09
C -5.98 0.42 0.17 0.03
C -4.59 0.68 0.17 -0.02
N -3.71 -0.31 0.16 -0.07
C -4.16 -1.59 0.18 -0.13
C -3.15 -2.59 0.20 -0.13
N -1.87 -2.15 0.20 -0.08
C -0.86 -3.04 0.19 -0.05
C -1.10 -4.40 0.17 0.03
C -2.40 -4.86 0.20 0.08
C -3.48 -3.97 0.20 -0.02
H -6.91 -3.60 0.23 0.15
H -7.52 -1.07 0.19 0.15
H -6.66 1.26 0.17 0.14
H -4.22 1.69 0.16 0.14
H 0.14 -2.63 0.19 0.10
H -0.27 -5.08 0.14 0.13
H -2.60 -5.94 0.25 0.13
```

As for the electronic energy: -1814.86936 Ha. The multiplicity is 1. As for the charge: +3. As for the frontier orbital gap (alpha / beta): 2.482 / 3.065 eV. The calculation puts the LUMO energy (alpha / beta) at -14.46 / -14.17 eV.

# C26H19BrN4O2Sn

A molecular structure, C26H19BrN4O2Sn (ωB97M-V/def2-TZVPD, the Open Molecules 2025 dataset).

```
53
Properties=species:S:1:pos:R:3:lowdin_charge:R:1
Sn -0.74 -0.31 -0.75 1.30
O 3.79 0.49 -0.68 0.10
C 3.66 1.83 -0.68 -0.23
C 4.82 2.57 -0.50 0.01
C 4.78 3.94 -0.48 -0.03
C 3.57 4.63 -0.65 -0.06
C 2.42 3.92 -0.85 -0.01
C 2.43 2.50 -0.86 -0.08
C 1.20 1.80 -1.10 -0.34
O 1.13 0.50 -0.92 -0.18
N 0.13 2.48 -1.51 0.12
N -0.89 1.65 -1.69 -0.12
C -1.95 1.91 -2.35 -0.01
C -2.95 0.86 -2.44 -0.24
C -4.13 1.01 -3.15 0.04
C -5.02 -0.05 -3.19 0.02
C -4.72 -1.24 -2.53 0.00
C -3.53 -1.32 -1.84 -0.07
N -2.67 -0.29 -1.80 -0.03
H 2.92 0.08 -0.79 0.08
H 5.75 2.03 -0.37 0.13
H 5.69 4.50 -0.34 0.12
H 3.55 5.71 -0.62 0.12
H 1.47 4.42 -0.99 0.12
H -2.09 2.87 -2.85 0.16
H -4.33 1.94 -3.66 0.14
H -5.95 0.05 -3.73 0.14
H -5.39 -2.08 -2.54 0.13
H -3.24 -2.22 -1.32 0.13
C -1.02 -0.58 1.21 -0.13
C -0.80 -0.46 2.40 -0.06
C -0.63 -0.38 3.81 -0.25
C -0.89 0.82 4.47 -0.02
C -0.64 0.91 5.83 -0.05
C -0.17 -0.20 6.53 -0.04
C 0.06 -1.40 5.87 -0.05
C -0.18 -1.51 4.52 -0.02
H -1.26 1.67 3.92 0.12
H -0.83 1.84 6.35 0.12
H 0.02 -0.12 7.59 0.12
H 0.40 -2.26 6.43 0.12
H -0.03 -2.44 4.00 0.11
Br 0.13 -1.19 -3.73 0.95
C 0.36 -2.56 -2.47 -0.68
C 0.93 -3.76 -2.82 -0.05
C 1.06 -4.73 -1.83 0.02
C 0.62 -4.47 -0.54 0.01
C 0.06 -3.24 -0.26 -0.07
N -0.07 -2.30 -1.22 -0.10
H 1.26 -3.94 -3.83 0.13
H 1.51 -5.68 -2.07 0.14
H 0.70 -5.20 0.25 0.13
H -0.30 -2.96 0.72 0.11
```

As for the electronic energy: -4159.42517 Ha. For the relative energy (zero: lowest compared OMol25 entry of this formula, charge and spin), the calculation gives 0.0 kcal/mol. The multiplicity is 1. As for the charge: +2. As for the frontier orbital gap: 6.018 eV. The calculation puts the LUMO energy at -7.27 eV.

# C26H19BrN4O3RhS2

A molecular structure, C26H19BrN4O3RhS2 in a non-equilibrium geometry (ωB97M-V/def2-TZVPD, the Open Molecules 2025 dataset).

```
56
Properties=species:S:1:pos:R:3:lowdin_charge:R:1
Rh 0.08 1.02 1.00 1.29
Br 3.80 -4.45 4.36 0.77
C 3.17 -2.89 3.49 -0.68
C 4.09 -2.05 2.86 -0.08
C 3.63 -0.93 2.20 0.02
C 2.25 -0.62 2.14 -0.31
O 1.87 0.40 1.47 -0.14
C 1.31 -1.48 2.86 -0.15
C -0.07 -1.22 2.92 -0.06
N -0.73 -0.25 2.27 -0.08
C -2.10 -0.24 2.24 -0.23
C -2.97 -1.14 2.88 0.00
C -4.33 -1.05 2.69 -0.05
C -4.90 -0.05 1.91 0.00
C -4.08 0.90 1.27 -0.14
C -4.55 1.97 0.48 0.04
C -3.64 2.84 -0.10 -0.01
C -2.27 2.63 0.08 -0.05
N -1.80 1.61 0.80 -0.05
C -2.67 0.78 1.43 -0.15
C 1.82 -2.61 3.50 -0.08
H 5.14 -2.29 2.88 0.11
H 4.30 -0.26 1.69 0.13
H -0.64 -1.91 3.52 0.12
H -2.58 -1.92 3.52 0.11
H -4.97 -1.77 3.18 0.12
H -5.96 -0.01 1.78 0.12
H -5.61 2.10 0.34 0.13
H -3.97 3.67 -0.69 0.12
H -1.54 3.29 -0.37 0.12
H 1.13 -3.27 4.01 0.11
O 1.82 0.64 -4.22 0.06
C 1.99 1.92 -3.92 -0.26
C 2.55 2.74 -4.91 0.00
C 2.76 4.08 -4.69 -0.06
C 2.42 4.65 -3.46 -0.08
C 1.88 3.86 -2.46 -0.03
C 1.66 2.49 -2.66 -0.08
C 1.08 1.69 -1.57 -0.39
O 0.79 2.23 -0.46 -0.14
N 0.87 0.40 -1.82 0.01
N 0.24 -0.30 -0.89 -0.09
C 0.06 -1.57 -1.06 -0.86
S 0.63 -2.43 -2.47 1.00
C 0.21 -4.08 -1.81 -0.49
C -1.04 -3.95 -0.97 -0.48
S -0.79 -2.51 0.13 0.98
H 1.44 0.17 -3.45 0.04
H 2.80 2.27 -5.85 0.12
H 3.19 4.70 -5.46 0.11
H 2.59 5.69 -3.28 0.10
H 1.62 4.28 -1.51 0.11
H 1.06 -4.44 -1.22 0.09
H 0.06 -4.75 -2.66 0.09
H -1.21 -4.82 -0.35 0.09
H -1.92 -3.75 -1.58 0.09
```

As for the electronic energy: -4927.67468 Ha. The multiplicity is 1. As for the charge: +1. As for the frontier orbital gap (alpha / beta): 5.050 / 5.054 eV. The calculation puts the LUMO energy (alpha / beta) at -5.27 / -5.27 eV.

# C26H19CdF5N4O5SSe

A molecular structure, C26H19CdF5N4O5SSe (ωB97M-V/def2-TZVPD, the Open Molecules 2025 dataset).

```
62
Properties=species:S:1:pos:R:3:lowdin_charge:R:1
Cd 1.46 0.11 -0.03 1.34
C -0.98 -0.42 4.11 -0.09
C 0.47 -0.39 3.68 -0.33
C 1.14 -1.58 3.40 -0.08
C 2.45 -1.58 2.95 -0.11
C 3.13 -0.37 2.80 -0.12
C 2.47 0.82 3.07 -0.10
C 1.15 0.80 3.50 -0.09
H -1.61 -0.75 3.29 0.05
H -1.32 0.58 4.40 0.07
H -1.13 -1.10 4.95 0.07
H 0.61 -2.53 3.49 0.10
H 2.94 -2.50 2.68 0.09
H 4.14 -0.36 2.41 0.09
H 2.97 1.76 2.89 0.09
H 0.63 1.74 3.64 0.11
S -0.99 0.52 0.57 0.56
C -1.85 -0.52 -0.51 -0.82
N -3.08 -0.37 -0.89 0.02
N -3.70 0.73 -0.40 -0.03
C -5.00 0.99 -0.74 -0.25
C -5.60 2.17 -0.26 -0.04
C -6.92 2.45 -0.57 -0.12
C -7.68 1.59 -1.35 -0.14
C -7.08 0.42 -1.81 -0.12
C -5.76 0.11 -1.52 -0.04
N -1.33 -1.73 -1.10 0.02
N -0.18 -2.03 -0.77 0.01
C 0.27 -3.26 -1.38 -0.25
C 1.45 -3.78 -0.90 -0.02
C 1.92 -4.99 -1.41 -0.07
C 1.21 -5.65 -2.39 -0.11
C 0.02 -5.10 -2.88 -0.11
C -0.45 -3.90 -2.38 -0.04
H -3.15 1.39 0.13 0.05
H -5.02 2.85 0.34 0.11
H -7.36 3.37 -0.19 0.09
H -8.71 1.81 -1.58 0.08
H -7.65 -0.27 -2.42 0.09
H -5.30 -0.79 -1.89 0.09
H 2.05 -3.22 -0.19 0.07
H 2.87 -5.38 -1.05 0.10
H 1.58 -6.58 -2.80 0.09
H -0.52 -5.61 -3.67 0.09
H -1.36 -3.46 -2.75 0.10
F 4.75 5.86 -2.26 0.06
C 4.01 4.96 -1.57 -0.16
C 3.17 4.07 -2.22 -0.15
F 3.10 4.09 -3.56 0.09
C 2.41 3.17 -1.50 -0.16
F 1.62 2.32 -2.18 0.07
C 2.44 3.09 -0.10 -0.35
O 1.71 2.26 0.57 -0.22
C 3.30 4.01 0.52 -0.14
F 3.40 4.02 1.87 0.07
C 4.06 4.92 -0.18 -0.16
F 4.86 5.78 0.47 0.08
O 3.82 -2.06 0.30 -0.55
Se 4.09 -0.93 -0.88 0.69
O 5.25 -1.33 -1.94 -0.52
O 2.59 -0.77 -1.67 -0.64
O 4.25 0.53 -0.15 -0.54
```

As for the electronic energy: -5064.06979 Ha. For the relative energy (zero: lowest compared OMol25 entry of this formula, charge and spin), the calculation gives 0.0 kcal/mol. The multiplicity is 1. As for the charge: -2. As for the frontier orbital gap: 6.850 eV. The calculation puts the LUMO energy at 4.14 eV.

# C26H19N3O4PdS

A molecular structure, C26H19N3O4PdS in a non-equilibrium geometry (ωB97M-V/def2-TZVPD, the Open Molecules 2025 dataset).

```
54
Properties=species:S:1:pos:R:3:lowdin_charge:R:1
Pd -1.01 -0.70 0.25 1.25
C -1.64 -2.09 3.40 -0.01
O -0.73 -1.68 2.36 -0.19
C 0.50 -2.29 2.31 -0.23
C 0.88 -3.36 3.08 0.01
C 2.19 -3.83 2.98 -0.02
C 3.12 -3.24 2.13 -0.04
C 2.75 -2.16 1.36 0.01
C 1.43 -1.69 1.43 -0.18
N 0.96 -0.60 0.69 -0.03
N 1.77 0.32 0.40 0.16
C 1.37 1.53 -0.03 -0.11
C 0.02 2.08 0.28 -0.27
O -0.93 1.38 0.71 0.00
C -0.19 3.49 0.12 0.03
C 0.77 4.27 -0.42 0.05
C 2.06 3.75 -0.82 -0.15
C 3.02 4.57 -1.39 0.01
C 4.26 4.07 -1.74 -0.02
C 4.57 2.73 -1.52 -0.03
C 3.63 1.89 -0.96 0.00
C 2.36 2.38 -0.60 -0.11
H -1.12 -2.07 4.36 0.11
H -2.02 -3.09 3.20 0.11
H -2.44 -1.36 3.41 0.09
H 0.19 -3.84 3.76 0.12
H 2.48 -4.68 3.58 0.13
H 4.12 -3.63 2.07 0.12
H 3.44 -1.68 0.68 0.12
H -1.15 3.88 0.41 0.13
H 0.59 5.32 -0.57 0.14
H 2.79 5.62 -1.54 0.13
H 5.00 4.73 -2.18 0.12
H 5.54 2.35 -1.79 0.12
H 3.87 0.85 -0.78 0.11
S -1.83 0.06 -3.98 1.15
C -0.13 0.03 -3.80 -0.35
C 0.28 -0.18 -2.52 -0.15
C -0.85 -0.31 -1.68 -0.25
C -2.05 -0.21 -2.31 -0.49
C -3.27 -0.40 -1.55 -0.25
C -4.57 -0.34 -2.02 0.03
C -5.62 -0.56 -1.14 0.01
C -5.34 -0.84 0.20 -0.01
C -4.03 -0.89 0.60 -0.07
N -3.02 -0.68 -0.25 -0.01
H 0.49 0.16 -4.68 0.09
H 1.32 -0.27 -2.23 0.11
H -4.76 -0.12 -3.06 0.13
H -6.64 -0.51 -1.48 0.13
H -6.13 -1.01 0.91 0.13
H -3.76 -1.10 1.63 0.11
O -0.90 -2.78 -0.23 -0.10
O -1.65 -3.23 -1.07 0.09
```

As for the electronic energy: -1992.64561 Ha. For the relative energy (zero: lowest compared OMol25 entry of this formula, charge and spin), the calculation gives 4.0 kcal/mol. The multiplicity is 1. As for the charge: +2. As for the frontier orbital gap (alpha / beta): 3.177 / 4.812 eV. The calculation puts the LUMO energy (alpha / beta) at -9.96 / -8.91 eV.

- What is the formula in the sixth record?
  C26H19N3O4PdS

- What is the multiplicity in the fourth record?
  1

- Which of these has the lowest electronic energy?
  C26H19CdF5N4O5SSe